1.
The following is a DFT calculation (ωB97M-V/def2-TZVPD) of H5N5 in the gas phase at a distorted geometry.

## Properties
* HOMO energy: -0.3206 hartree
* frontier orbital gap: 10.13 eV
* total energy: -7526.014 eV
* SMILES: Nn1[nH]n1N
* relative energy (zero: lowest compared OMol25 entry of this formula, charge and spin): 249.1 kJ/mol

Geometry (Å):
N1 0.16427 -0.10163 1.18146
N2 0.44046 -0.56249 -0.13520
N3 -0.16962 -1.65860 -0.57857
N4 0.30515 1.82057 -0.31020
N5 -0.36648 0.64671 0.09963
H1 0.45660 -2.43697 -0.58262
H2 -0.16447 2.43695 -0.97746
H3 -1.21408 -1.69981 -0.46980
H4 1.07402 2.25656 0.13209
H5 -0.52585 -0.70129 1.64067

These are the natural (NBO) partial charges, in e, on atoms 1 to 2: atom 1 (N): -0.36, atom 2 (N): -0.03

2.
The following is a DFT calculation (ωB97M-V/def2-TZVPD) of a molecular structure, C8H15NO3SV.

## Properties
* HOMO energy: -0.5076 hartree
* frontier orbital gap: 8.79 eV
* total energy: -52686.375 eV
* relative energy (zero: lowest compared OMol25 entry of this formula, charge and spin): 8.5 kJ/mol
* net charge: +1

Geometry (Å):
V1 -1.20080 0.78782 0.39257
S1 -0.61821 2.64703 -0.85149
O1 -2.05101 -0.49704 -0.81196
O2 -1.37973 0.92313 2.04507
O3 -0.87022 -2.29637 -0.11635
N1 -3.22469 2.27329 0.07387
C1 -1.63956 -3.19000 -1.00251
C2 0.89058 0.50654 0.34015
C3 -2.23871 2.65193 -0.41871
C4 -1.55279 1.21148 3.43975
C5 2.51651 1.35983 -1.37871
C6 -1.15418 -1.06108 -0.14689
C7 2.29953 -1.10660 -0.97744
C8 1.55558 0.22772 -1.01482
H1 0.79586 0.17313 -1.80296
H2 2.02222 2.33164 -1.43199
H3 -2.68979 -3.12061 -0.73484
H4 1.01820 -0.30551 1.05383
H5 1.22140 1.43720 0.80144
H6 2.73965 -1.32572 -1.95000
H7 3.10874 -1.07158 -0.24571
H8 -1.47185 -2.88333 -2.03084
H9 -1.05298 2.15502 3.64276
H10 3.31189 1.43551 -0.63521
H11 1.64526 -1.93638 -0.70761
H12 -1.10006 0.39326 3.99405
H13 -2.62102 1.27915 3.62919
H14 2.97761 1.17600 -2.34851
H15 -1.23743 -4.17547 -0.80614

These are the natural (NBO) partial charges, in e, on atoms 1 to 2: atom 1 (V): 0.92, atom 2 (S): 0.15

3.
The following is a DFT calculation (ωB97M-V/def2-TZVPD) of a molecular structure, C20H37O16S at a distorted geometry.

## Properties
* HOMO energy: -0.2100 hartree
* frontier orbital gap: 7.91 eV
* total energy: -64937.584 eV
* net charge: -1

Geometry (Å):
S1 1.98979 -0.11043 -3.57551
O1 2.25592 -1.49530 -3.80479
O2 -4.82546 1.54770 4.62802
O3 8.34171 3.68729 -5.06138
O4 8.47033 5.28653 -3.47600
O5 -4.25005 -0.63126 4.59746
O6 -2.13227 -1.51529 9.94182
O7 3.02889 0.84218 -3.80742
O8 -0.93850 -1.92785 8.06317
O9 6.60931 4.21888 -3.70368
O10 -0.05013 -1.83292 -0.78552
O11 -3.29391 0.91460 3.24748
O12 -2.98054 -3.24458 -6.30675
O13 0.71609 0.32914 -4.40535
O14 -2.00140 -0.83586 -1.29370
O15 1.36911 0.12237 -2.16133
O16 0.00494 -2.23562 9.97858
C1 6.08937 1.82397 -3.70644
C2 -0.04584 -2.18751 11.40443
C3 -2.13124 -0.00736 7.13063
C4 -3.09154 -4.35037 -5.43869
C5 -2.46959 -0.10311 2.61721
C6 7.83999 4.33054 -4.17464
C7 -0.76107 -0.99439 -1.30881
C8 -1.72732 0.31762 -4.22235
C9 -4.12438 0.49422 4.17877
C10 -1.12898 -1.86402 9.37227
C11 -5.79446 1.23068 5.62647
C12 -0.10164 0.08351 -2.20811
C13 -1.68044 -2.70939 -6.47204
C14 -3.20824 -0.84422 1.53437
C15 -0.42215 -0.23258 -3.67935
C16 -2.47709 -0.70821 -5.07543
C17 -2.05594 -1.51067 7.24785
C18 -1.67562 -1.19025 -6.29821
C19 9.82931 5.49309 -3.85846
C20 5.79797 3.17868 -4.30053
H1 9.90790 5.67336 -4.92872
H2 -6.59788 0.63026 5.20133
H3 -0.43633 1.08088 -1.91513
H4 5.96832 1.85073 -2.62328
H5 -3.60512 -0.15151 0.79432
H6 -0.98176 -3.15864 -5.75371
H7 -2.97748 -5.29802 -5.98390
H8 -0.62604 -0.89050 -6.20407
H9 -0.38951 -1.32393 -3.78633
H10 -4.08257 -4.32352 -4.97796
H11 -3.42379 -0.27240 -5.40457
H12 10.43661 4.62821 -3.59420
H13 5.95090 3.18956 -5.37889
H14 -0.11925 -1.15688 11.74925
H15 -6.18283 2.18501 5.97072
H16 -2.34291 0.45346 8.09574
H17 -0.89478 -2.75449 11.78087
H18 -2.06150 -0.72379 -7.21066
H19 4.77439 3.47955 -4.09010
H20 -2.52339 -1.50956 1.01056
H21 0.88555 -2.62996 11.74537
H22 -2.35218 0.61612 -3.37705
H23 -2.73690 -1.55129 -4.42690
H24 -2.09288 -0.77164 3.39092
H25 -1.49532 1.21494 -4.80987
H26 -1.19098 0.39854 6.75526
H27 -2.34266 -4.30919 -4.63860
H28 -1.31413 -2.96898 -7.47585
H29 5.38716 1.09599 -4.10686
H30 7.10626 1.50344 -3.93639
H31 -4.02945 -1.42905 1.95300
H32 -2.92884 0.24052 6.43528
H33 -1.63255 0.45513 2.20418
H34 10.16089 6.36563 -3.30278
H35 -2.97347 -1.92617 7.66137
H36 -1.87671 -1.97025 6.27905
H37 -5.34171 0.68858 6.45459

These are the Mulliken partial charges, in e, on atoms 1 to 2: atom 1 (S): 1.18, atom 2 (O): -0.62

4.
The following is a DFT calculation (ωB97M-V/def2-TZVPD) of C4H7N in the gas phase at a distorted geometry.

## Properties
* HOMO energy: -0.3301 hartree
* frontier orbital gap: 10.07 eV
* total energy: -5749.540 eV
* SMILES: C=CC(=C)N
* relative energy (zero: lowest compared OMol25 entry of this formula, charge and spin): 181.1 kJ/mol

Geometry (Å):
N1 -1.25312 -0.11523 -1.01242
C1 0.20695 0.04841 1.00998
C2 0.96124 1.07859 -1.21990
C3 0.30287 -1.21310 1.42216
C4 0.04732 0.38714 -0.43273
H1 0.29400 -1.55960 2.44983
H2 0.21584 0.95049 1.62814
H3 -1.51354 -0.98843 -0.65889
H4 0.16892 -1.88874 0.65584
H5 -1.97977 0.57532 -0.87039
H6 1.90234 1.29078 -0.79143
H7 0.64695 1.43437 -2.18019

These are the natural (NBO) partial charges, in e, on atoms 1 to 2: atom 1 (N): -0.86, atom 2 (C): -0.23

LUMO values, unit eV, following the record order: 1.402; -5.017; 2.199; 1.085.